Here is a molecular structure, C48H120F2N9O20S2Sn at a distorted geometry from OMol25. Energies are from the ωB97M-V functional and the def2-TZVPD basis.

Structure (ORCA input):
```
! RIJCOSX wB97M-V def2-TZVPD def2/J DEFGRID3
* xyz 1 1
Sn -48.473 -25.686 31.748
N -48.075 -28.149 32.871
S -47.811 -28.429 34.430
O -46.552 -28.080 34.873
O -48.498 -29.470 35.075
F -48.840 -27.210 34.946
S -47.779 -29.759 32.351
O -48.836 -30.689 32.471
O -46.495 -30.254 32.492
F -47.788 -29.364 30.801
C -47.500 -28.971 38.588
O -48.333 -28.015 39.084
C -49.533 -27.937 38.332
C -50.534 -27.073 39.054
N -50.293 -25.694 38.897
C -51.250 -24.899 39.655
C -51.274 -23.443 39.235
O -52.075 -22.682 40.110
C -53.336 -22.235 39.576
H -47.862 -30.010 38.540
H -46.707 -29.001 39.335
H -47.103 -28.743 37.594
H -49.958 -28.963 38.342
H -49.369 -27.677 37.276
H -50.535 -27.454 40.099
H -51.536 -27.405 38.747
H -49.362 -25.351 39.071
H -51.044 -24.911 40.741
H -52.218 -25.397 39.537
H -51.594 -23.329 38.186
H -50.217 -23.119 39.235
H -53.220 -21.262 39.076
H -53.962 -22.144 40.456
H -53.703 -22.919 38.803
C -50.483 -32.589 30.209
O -50.872 -33.486 29.254
C -51.115 -32.992 27.979
C -52.583 -33.063 27.686
N -52.993 -34.484 27.562
C -54.517 -34.695 27.564
C -54.781 -36.159 28.067
O -56.200 -36.403 27.967
C -56.537 -37.722 28.152
H -51.265 -31.781 30.179
H -49.550 -32.073 30.005
H -50.690 -32.896 31.228
H -50.563 -33.585 27.248
H -50.810 -31.935 27.884
H -52.790 -32.565 26.730
H -53.130 -32.573 28.516
H -52.530 -34.958 28.339
H -54.801 -34.595 26.514
H -55.045 -33.989 28.222
H -54.514 -36.175 29.140
H -54.213 -36.904 27.511
H -56.919 -38.192 27.236
H -57.374 -37.746 28.854
H -55.724 -38.353 28.514
C -44.727 -31.820 36.094
O -45.214 -33.023 35.544
C -45.631 -32.833 34.192
C -45.753 -34.158 33.441
N -45.747 -33.978 32.002
C -46.953 -33.504 31.408
C -46.840 -33.353 29.909
O -46.854 -34.559 29.299
C -46.924 -34.613 27.900
H -45.551 -31.368 36.671
H -44.193 -31.202 35.384
H -44.052 -32.103 36.916
H -44.876 -32.270 33.630
H -46.577 -32.272 34.267
H -46.491 -34.891 33.814
H -44.809 -34.668 33.715
H -45.093 -34.427 31.409
H -47.375 -32.654 31.935
H -47.726 -34.315 31.447
H -45.905 -32.838 29.605
H -47.630 -32.658 29.586
H -47.055 -35.662 27.631
H -46.043 -34.257 27.351
H -47.786 -34.089 27.445
C -44.872 -29.619 27.550
O -45.205 -30.484 26.492
C -46.481 -30.986 26.493
C -46.670 -31.648 25.099
N -46.172 -33.002 25.096
C -46.273 -33.521 23.723
C -45.490 -34.786 23.651
O -44.172 -34.407 23.995
C -43.309 -35.479 24.048
H -45.266 -28.620 27.256
H -43.790 -29.504 27.627
H -45.296 -29.876 28.525
H -47.288 -30.218 26.523
H -46.658 -31.712 27.276
H -46.186 -30.974 24.374
H -47.748 -31.688 24.912
H -45.167 -33.085 25.286
H -45.839 -32.823 22.986
H -47.347 -33.599 23.546
H -45.367 -35.219 22.656
H -45.911 -35.451 24.419
H -43.555 -36.159 24.873
H -42.286 -35.142 24.235
H -43.236 -35.998 23.079
C -42.267 -30.118 30.235
O -41.608 -29.795 29.042
C -40.240 -29.732 29.243
C -39.453 -29.318 28.009
N -39.296 -27.895 27.679
C -40.582 -27.222 27.548
C -40.364 -25.759 27.107
O -40.297 -25.769 25.682
C -39.478 -24.724 25.136
H -43.338 -30.049 30.069
H -42.046 -29.263 30.896
H -41.981 -31.071 30.674
H -39.829 -30.711 29.498
H -40.124 -28.959 30.024
H -39.918 -29.856 27.152
H -38.431 -29.678 28.149
H -38.911 -27.783 26.741
H -41.209 -27.173 28.447
H -41.241 -27.711 26.803
H -39.429 -25.519 27.625
H -41.212 -25.177 27.482
H -39.205 -25.027 24.124
H -38.570 -24.574 25.724
H -40.021 -23.771 25.050
C -50.465 -25.038 35.426
O -50.826 -25.144 34.084
C -51.873 -26.038 33.860
C -52.385 -25.838 32.476
N -51.391 -26.382 31.570
C -51.706 -26.088 30.143
C -51.079 -27.131 29.280
O -49.687 -27.226 29.467
C -49.123 -27.930 28.375
H -49.456 -24.706 35.598
H -50.596 -26.009 35.945
H -51.202 -24.443 35.995
H -52.699 -25.964 34.590
H -51.481 -27.050 34.087
H -52.648 -24.785 32.359
H -53.365 -26.336 32.389
H -51.405 -27.378 31.797
H -51.417 -25.050 29.945
H -52.794 -26.128 29.964
H -51.358 -26.926 28.234
H -51.529 -28.119 29.461
H -48.080 -28.110 28.625
H -49.087 -27.244 27.518
H -49.639 -28.840 28.083
C -54.614 -28.710 39.440
O -54.219 -30.019 39.633
C -53.947 -30.273 40.988
C -53.386 -31.748 41.196
N -52.947 -32.450 39.996
C -51.581 -32.057 39.643
C -51.044 -32.919 38.483
O -49.978 -32.289 37.798
C -50.275 -31.941 36.440
H -55.684 -28.648 39.632
H -54.383 -28.480 38.400
H -54.046 -27.990 40.036
H -54.871 -30.289 41.590
H -53.249 -29.539 41.408
H -54.139 -32.333 41.742
H -52.614 -31.689 41.975
H -53.521 -32.092 39.230
H -50.935 -32.280 40.491
H -51.450 -30.987 39.389
H -51.760 -33.356 37.786
H -50.533 -33.738 39.004
H -51.066 -31.184 36.346
H -50.343 -32.810 35.774
H -49.359 -31.422 36.131
C -49.908 -22.526 32.864
O -48.861 -23.277 33.471
C -47.816 -22.429 33.871
C -46.664 -23.268 34.372
N -46.179 -24.026 33.240
C -45.446 -25.203 33.756
C -44.764 -25.963 32.657
O -45.724 -26.564 31.823
C -45.233 -27.208 30.661
H -49.611 -21.701 32.185
H -50.485 -21.934 33.599
H -50.589 -23.184 32.326
H -48.090 -21.593 34.525
H -47.393 -21.934 32.972
H -47.086 -23.865 35.177
H -45.962 -22.541 34.788
H -45.527 -23.454 32.708
H -46.055 -25.848 34.400
H -44.680 -24.831 34.460
H -44.166 -26.797 33.061
H -44.000 -25.303 32.207
H -44.350 -27.832 30.835
H -45.065 -26.486 29.856
H -45.986 -27.936 30.350
*
```

Summary:
Calculated total energy (a.u.): -5108.0702
HOMO energy (eV): -9.259
ΔE to the lowest compared entry with this formula, charge and spin (kcal per mole): 0.0
Kohn-Sham gap (eV): 4.2

Mulliken atomic charge list, values in e, 8 entries:
1. Sn 1.356
2. N 0.789
3. S -0.001
4. O -0.716
5. O -0.010
6. F -0.086
7. S 0.149
8. O -0.509


Here is 12 unconnected molecules or ions with the total composition C48H120O24 at a distorted geometry from OMol25. Energies are from the ωB97M-V functional and the def2-TZVPD basis.

Structure (ORCA input):
```
! RIJCOSX wB97M-V def2-TZVPD def2/J DEFGRID3
* xyz 0 1
C -2.673 2.154 -8.132
O -2.283 1.282 -7.081
C -2.763 1.589 -5.770
C -2.537 0.443 -4.787
O -1.189 0.301 -4.285
C -0.213 -0.139 -5.223
H -2.419 3.127 -7.711
H -3.750 2.010 -8.211
H -2.174 1.984 -9.086
H -3.812 1.849 -5.628
H -2.276 2.513 -5.458
H -2.688 -0.501 -5.311
H -3.150 0.531 -3.890
H -0.416 -1.178 -5.484
H 0.725 -0.012 -4.683
H -0.133 0.466 -6.125
C -0.786 0.999 6.432
O -1.581 1.608 5.412
C -2.812 0.923 5.166
C -3.507 1.584 3.890
O -4.228 2.778 4.235
C -3.307 3.857 4.553
H 0.171 1.518 6.481
H -0.576 -0.053 6.240
H -1.186 1.127 7.438
H -3.371 0.796 6.093
H -2.631 -0.075 4.764
H -4.144 0.847 3.402
H -2.808 1.938 3.132
H -2.804 3.575 5.478
H -3.747 4.839 4.724
H -2.642 4.100 3.725
C 4.419 4.628 -5.868
O 3.931 5.863 -6.311
C 2.824 6.312 -5.599
C 1.603 5.383 -5.722
O 1.450 4.500 -4.628
C 0.261 3.633 -4.587
H 3.633 3.873 -5.882
H 4.844 4.783 -4.877
H 5.195 4.184 -6.492
H 2.587 7.335 -5.890
H 2.963 6.464 -4.528
H 1.502 4.959 -6.721
H 0.692 5.977 -5.658
H 0.247 3.008 -5.480
H -0.618 4.264 -4.718
H 0.172 2.933 -3.756
C -5.525 4.064 -3.750
O -4.948 2.839 -3.265
C -4.759 2.783 -1.800
C -3.462 3.412 -1.290
O -3.548 4.792 -1.385
C -2.326 5.494 -1.368
H -6.331 4.371 -3.083
H -5.862 3.794 -4.750
H -4.700 4.762 -3.611
H -4.664 1.725 -1.556
H -5.681 3.193 -1.387
H -2.695 3.104 -2.002
H -3.246 2.935 -0.334
H -1.619 5.014 -2.044
H -1.886 5.637 -0.381
H -2.391 6.501 -1.780
C -7.213 -4.563 0.819
O -5.981 -4.263 0.265
C -4.863 -4.029 1.118
C -4.936 -2.709 1.921
O -5.190 -1.585 1.215
C -4.118 -1.056 0.458
H -7.764 -5.296 0.229
H -7.812 -3.687 1.065
H -7.086 -5.028 1.796
H -3.995 -4.023 0.458
H -4.643 -4.824 1.830
H -4.048 -2.589 2.541
H -5.769 -2.948 2.583
H -3.105 -1.236 0.819
H -4.256 0.006 0.255
H -4.274 -1.460 -0.542
C -1.695 -3.049 4.895
O -1.101 -4.025 4.029
C -2.098 -4.859 3.455
C -2.926 -5.817 4.439
O -4.102 -5.080 4.729
C -5.135 -5.744 5.388
H -2.449 -3.356 5.620
H -2.093 -2.185 4.362
H -0.850 -2.601 5.418
H -1.826 -5.451 2.581
H -2.793 -4.227 2.901
H -2.190 -6.101 5.191
H -3.132 -6.686 3.813
H -5.976 -5.070 5.549
H -4.758 -5.933 6.394
H -5.525 -6.637 4.901
C 1.077 4.861 0.786
O 1.111 6.304 0.915
C 1.437 6.725 2.297
C 1.647 8.220 2.480
O 0.466 9.059 2.508
C -0.098 9.268 1.194
H 0.725 4.613 -0.216
H 0.428 4.353 1.500
H 2.068 4.407 0.817
H 2.309 6.177 2.654
H 0.588 6.400 2.899
H 2.389 8.666 1.818
H 2.187 8.238 3.426
H -0.315 8.333 0.679
H 0.360 9.924 0.454
H -1.051 9.787 1.296
C -0.409 1.223 -0.910
O 0.614 1.776 -0.046
C 1.095 0.966 1.042
C 0.092 0.740 2.186
O -0.904 -0.259 1.966
C -0.349 -1.594 2.002
H -0.500 1.681 -1.896
H -1.267 1.328 -0.247
H -0.207 0.173 -1.121
H 1.943 1.359 1.604
H 1.509 0.038 0.649
H -0.411 1.679 2.418
H 0.633 0.395 3.067
H -1.198 -2.276 2.051
H 0.173 -1.861 2.920
H 0.174 -1.814 1.071
C 2.577 -0.161 5.054
O 3.209 0.068 3.785
C 4.612 -0.096 3.865
C 5.111 0.188 2.439
O 4.522 1.425 2.028
C 4.582 1.663 0.649
H 2.559 -1.185 5.425
H 1.549 0.189 4.961
H 2.958 0.372 5.925
H 4.938 -1.092 4.164
H 5.041 0.635 4.550
H 4.764 -0.581 1.749
H 6.187 0.361 2.442
H 5.445 1.158 0.215
H 4.357 2.718 0.492
H 3.782 1.102 0.165
C 8.335 -2.422 -4.406
O 7.045 -2.115 -3.758
C 6.503 -3.264 -3.052
C 5.073 -3.013 -2.488
O 5.069 -1.929 -1.629
C 3.823 -1.761 -1.031
H 9.104 -2.450 -3.634
H 8.493 -1.531 -5.014
H 8.400 -3.374 -4.934
H 7.163 -3.615 -2.258
H 6.479 -4.138 -3.702
H 4.649 -3.881 -1.983
H 4.447 -2.788 -3.352
H 3.608 -2.670 -0.470
H 2.992 -1.437 -1.657
H 3.856 -1.013 -0.238
C 1.269 -4.660 -2.452
O 0.952 -4.289 -1.139
C -0.258 -4.938 -0.661
C -1.533 -4.697 -1.529
O -2.120 -3.391 -1.612
C -1.556 -2.311 -2.318
H 2.261 -4.270 -2.676
H 0.608 -4.374 -3.271
H 1.377 -5.743 -2.514
H -0.448 -4.579 0.350
H -0.120 -6.019 -0.623
H -2.407 -5.227 -1.153
H -1.448 -5.096 -2.540
H -2.053 -1.353 -2.163
H -1.487 -2.435 -3.399
H -0.515 -2.243 -2.003
C 3.282 -6.604 0.526
O 4.578 -6.110 0.198
C 5.339 -5.498 1.148
C 4.763 -4.396 2.071
O 3.714 -4.890 2.795
C 2.762 -3.910 3.322
H 3.050 -7.456 -0.112
H 2.541 -5.806 0.488
H 3.352 -7.012 1.534
H 6.263 -5.074 0.755
H 5.842 -6.332 1.638
H 4.625 -3.593 1.347
H 5.571 -4.095 2.737
H 3.384 -3.262 3.939
H 1.991 -4.374 3.936
H 2.223 -3.399 2.524
*
```

Summary:
Calculated total energy (a.u.): -3705.8559
HOMO energy (eV): -9.073
ΔE to the lowest compared entry with this formula, charge and spin (kcal per mole): 126.2
Kohn-Sham gap (eV): 9.6

Mulliken atomic charge list, values in e, 8 entries:
1. C -0.734
2. O -0.388
3. C -0.359
4. C -0.597
5. O 0.307
6. C -1.029
7. H 0.294
8. H 0.283


Question: HOMO energy of number 1 (C48H120F2N9O20S2Sn)?
Answer: -9.259 eV